{
  "formula": "C20H23ClN2O4",
  "method": "ωB97M-V with the def2-TZVPD basis set",
  "smiles": "CCOC(=O)[C@]1(Cc2cccc(Cl)c2)CCCN(C(=O)c2cc(C)on2)C1",
  "orbital_gap_ev": 9.767,
  "total_energy_ha": -1646.59184,
  "relative_energy_kcal_mol": 29.33,
  "multiplicity": 1,
  "species": ["C", "C", "H", "H", "O", "C", "O", "C", "C", "C", "C", "N", "C", "O", "C", "N", "O", "C", "C", "H", "C", "H", "H", "H", "C", "H", "H", "H", "H", "H", "H", "H", "H", "C", "C", "C", "C", "C", "C", "C", "H", "Cl", "H", "H", "H", "H", "H", "H", "H", "H"],
  "xyz": [[0.388, 4.231, -3.027], [1.388, 3.230, -3.585], [1.228, 3.064, -4.652], [2.411, 3.578, -3.409], [1.229, 1.941, -2.985], [1.796, 1.756, -1.789], [2.453, 2.593, -1.226], [1.615, 0.336, -1.260], [2.890, -0.432, -1.706], [2.645, -1.165, -3.019], [1.595, -2.255, -2.791], [0.593, -1.800, -1.842], [0.129, -2.677, -0.929], [0.498, -3.842, -0.903], [-0.884, -2.225, 0.062], [-1.735, -1.235, -0.082], [-2.545, -1.237, 0.999], [-2.195, -2.237, 1.824], [-1.138, -2.909, 1.278], [-0.614, -3.761, 1.653], [-2.960, -2.428, 3.077], [-4.023, -2.299, 2.887], [-2.657, -1.686, 3.816], [-2.774, -3.420, 3.477], [0.376, -0.376, -1.842], [-0.516, -0.148, -1.263], [0.209, -0.058, -2.874], [2.050, -3.156, -2.372], [1.108, -2.528, -3.734], [3.569, -1.624, -3.372], [2.312, -0.458, -3.780], [3.154, -1.166, -0.943], [3.727, 0.262, -1.798], [1.579, 0.372, 0.277], [0.341, 0.942, 0.915], [-0.489, 1.868, 0.298], [-1.603, 2.367, 0.951], [-1.906, 1.966, 2.239], [-1.070, 1.055, 2.859], [0.036, 0.538, 2.212], [0.664, -0.181, 2.717], [-1.405, 0.559, 4.484], [-2.772, 2.351, 2.753], [-2.243, 3.078, 0.451], [-0.274, 2.207, -0.702], [2.435, 0.966, 0.611], [1.716, -0.646, 0.650], [0.584, 4.405, -1.972], [-0.626, 3.857, -3.145], [0.482, 5.173, -3.560]],
  "lowdin_charge": [-0.060, -0.200, 0.125, 0.125, -0.011, -0.479, 0.129, -0.304, -0.098, -0.148, -0.125, -0.024, -0.392, 0.068, -0.180, 0.114, 0.023, -0.304, 0.059, 0.121, -0.001, 0.092, 0.032, 0.090, -0.074, 0.097, 0.138, 0.122, 0.132, 0.117, 0.110, 0.128, 0.130, -0.069, -0.200, -0.027, -0.055, -0.108, -0.660, -0.068, 0.118, 0.699, 0.105, 0.109, 0.104, 0.141, 0.126, 0.075, 0.080, 0.079]
}

***

{
  "formula": "C20H23ClN4OS",
  "method": "ωB97M-V with the def2-TZVPD basis set",
  "smiles": "CCN1CCC[C@@H]1CNC(=O)c1cc2c(-c3ccc(Cl)cc3)nn(C)c2s1",
  "orbital_gap_ev": 8.435,
  "total_energy_ha": -1928.57813,
  "relative_energy_kcal_mol": 25.12,
  "multiplicity": 1,
  "species": ["C", "H", "H", "H", "C", "N", "C", "C", "H", "C", "H", "H", "C", "C", "N", "C", "O", "C", "C", "C", "C", "N", "N", "C", "C", "C", "C", "C", "C", "C", "H", "H", "Cl", "H", "H", "C", "H", "H", "H", "S", "H", "H", "H", "H", "H", "H", "H", "H", "H", "H"],
  "xyz": [[-2.728, 3.091, 6.134], [-2.876, 4.166, 6.085], [-2.521, 2.818, 7.166], [-3.642, 2.598, 5.814], [-1.572, 2.658, 5.240], [-1.892, 2.831, 3.842], [-2.039, 4.211, 3.410], [-1.841, 4.144, 1.902], [-1.593, 5.111, 1.468], [-0.713, 3.125, 1.772], [-0.706, 2.633, 0.803], [0.253, 3.611, 1.924], [-0.999, 2.140, 2.914], [-1.712, 0.871, 2.408], [-0.841, 0.027, 1.631], [-0.941, -0.088, 0.286], [-1.815, 0.450, -0.371], [0.076, -0.936, -0.356], [0.116, -1.216, -1.689], [1.200, -2.055, -2.039], [1.962, -2.386, -0.908], [2.971, -3.185, -1.289], [2.911, -3.394, -2.608], [1.865, -2.735, -3.098], [1.552, -2.780, -4.514], [2.321, -3.579, -5.363], [2.047, -3.642, -6.713], [0.994, -2.900, -7.229], [0.220, -2.099, -6.405], [0.500, -2.042, -5.053], [-0.102, -1.415, -4.417], [-0.595, -1.526, -6.819], [0.645, -2.974, -8.921], [2.642, -4.260, -7.367], [3.134, -4.147, -4.940], [4.003, -3.772, -0.487], [3.570, -4.423, 0.275], [4.641, -4.354, -1.148], [4.593, -2.996, 0.004], [1.388, -1.698, 0.554], [-0.626, -0.817, -2.355], [-0.058, -0.393, 2.107], [-2.097, 0.310, 3.265], [-2.546, 1.154, 1.765], [-0.063, 1.835, 3.409], [-2.744, 3.764, 1.426], [-3.027, 4.585, 3.686], [-1.276, 4.863, 3.870], [-1.377, 1.595, 5.406], [-0.660, 3.220, 5.522]],
  "lowdin_charge": [-0.089, 0.063, 0.069, 0.077, -0.265, -0.154, -0.193, -0.157, 0.109, -0.125, 0.104, 0.115, -0.301, -0.123, 0.054, -0.525, 0.061, -0.399, -0.020, -0.154, -0.486, -0.186, 0.141, -0.179, -0.159, -0.021, -0.100, -0.678, -0.100, -0.011, 0.100, 0.106, 0.667, 0.104, 0.108, -0.012, 0.093, 0.093, 0.093, 1.089, 0.117, 0.093, 0.124, 0.128, 0.141, 0.115, 0.116, 0.124, 0.112, 0.119]
}

***

{
  "formula": "C20H23F2NO",
  "method": "ωB97M-V with the def2-TZVPD basis set",
  "smiles": "OCC1(Cc2ccccc2)CCN(Cc2cccc(F)c2F)CC1",
  "orbital_gap_ev": 9.393,
  "total_energy_ha": -1105.63347,
  "relative_energy_kcal_mol": 0.00,
  "multiplicity": 1,
  "species": ["O", "H", "C", "C", "C", "C", "N", "C", "C", "C", "C", "C", "C", "C", "H", "H", "H", "F", "F", "H", "H", "C", "C", "H", "H", "H", "H", "H", "H", "H", "H", "C", "C", "C", "C", "C", "C", "C", "H", "H", "H", "H", "H", "H", "H", "H", "H"],
  "xyz": [[2.803, 1.038, -0.158], [2.457, 1.818, 0.289], [2.486, -0.096, 0.610], [0.999, -0.510, 0.661], [0.477, -0.942, -0.714], [0.201, 0.238, -1.638], [-0.801, 1.094, -1.031], [-1.313, 2.094, -1.951], [-2.556, 2.731, -1.393], [-3.706, 1.964, -1.235], [-4.858, 2.520, -0.695], [-4.886, 3.846, -0.303], [-3.747, 4.615, -0.461], [-2.598, 4.061, -0.997], [-1.714, 4.669, -1.116], [-3.758, 5.652, -0.161], [-5.793, 4.252, 0.114], [-5.962, 1.765, -0.552], [-3.712, 0.679, -1.625], [-0.566, 2.877, -2.176], [-1.566, 1.583, -2.884], [-0.280, 1.689, 0.181], [0.089, 0.609, 1.199], [0.549, 1.080, 2.072], [-0.846, 0.148, 1.526], [-1.058, 2.322, 0.619], [0.584, 2.343, -0.046], [-0.197, -0.140, -2.583], [1.135, 0.784, -1.848], [-0.465, -1.475, -0.577], [1.194, -1.613, -1.189], [0.898, -1.698, 1.655], [1.759, -2.880, 1.307], [3.025, -3.027, 1.861], [3.823, -4.109, 1.536], [3.363, -5.069, 0.651], [2.097, -4.944, 0.105], [1.302, -3.861, 0.435], [0.310, -3.783, 0.015], [1.725, -5.695, -0.576], [3.985, -5.914, 0.394], [4.804, -4.205, 1.976], [3.390, -2.288, 2.560], [1.172, -1.336, 2.649], [-0.146, -2.019, 1.692], [3.060, -0.910, 0.161], [2.843, 0.045, 1.641]],
  "lowdin_charge": [-0.050, 0.076, -0.207, -0.421, -0.108, -0.173, -0.153, -0.140, -0.151, -0.158, -0.203, -0.008, -0.079, -0.047, 0.113, 0.105, 0.119, 0.084, 0.103, 0.131, 0.130, -0.177, -0.101, 0.126, 0.124, 0.123, 0.116, 0.124, 0.123, 0.125, 0.123, -0.105, -0.234, -0.054, -0.083, -0.095, -0.081, -0.048, 0.111, 0.102, 0.099, 0.102, 0.111, 0.125, 0.125, 0.128, 0.128]
}

***

{
  "formula": "C20H23FN2O3",
  "method": "ωB97M-V with the def2-TZVPD basis set",
  "smiles": "COc1ccc(C(=O)CN2CCN(c3ccc(F)cc3)CC2)cc1OC",
  "orbital_gap_ev": 7.951,
  "total_energy_ha": -1210.97034,
  "relative_energy_kcal_mol": 48.63,
  "multiplicity": 1,
  "species": ["C", "H", "H", "H", "O", "C", "C", "C", "C", "C", "C", "O", "C", "H", "H", "H", "H", "C", "O", "C", "N", "C", "C", "N", "C", "C", "C", "C", "C", "C", "H", "H", "F", "H", "H", "C", "H", "C", "H", "H", "H", "H", "H", "H", "H", "H", "H", "H", "H"],
  "xyz": [[4.788, -1.383, -3.270], [5.502, -1.045, -2.513], [4.166, -0.539, -3.586], [5.331, -1.771, -4.130], [4.006, -2.455, -2.802], [3.211, -2.260, -1.725], [3.092, -1.073, -1.019], [2.245, -0.971, 0.073], [1.494, -2.063, 0.486], [1.620, -3.270, -0.221], [2.455, -3.386, -1.310], [2.629, -4.511, -2.049], [1.917, -5.667, -1.676], [2.177, -5.990, -0.663], [2.214, -6.435, -2.388], [0.836, -5.511, -1.739], [1.030, -4.102, 0.128], [0.561, -2.071, 1.633], [0.068, -3.106, 2.031], [0.193, -0.755, 2.313], [-1.063, -0.253, 1.776], [-1.638, 0.784, 2.612], [-3.022, 1.143, 2.062], [-2.951, 1.608, 0.696], [-2.743, 2.947, 0.405], [-2.828, 3.393, -0.923], [-2.689, 4.725, -1.248], [-2.475, 5.648, -0.240], [-2.403, 5.253, 1.080], [-2.533, 3.914, 1.396], [-2.458, 3.632, 2.434], [-2.238, 5.988, 1.853], [-2.336, 6.959, -0.554], [-2.757, 5.055, -2.272], [-3.028, 2.690, -1.716], [-2.346, 0.580, -0.125], [-2.259, 0.906, -1.159], [-0.955, 0.214, 0.407], [-0.533, -0.583, -0.208], [-0.298, 1.102, 0.330], [-2.985, -0.307, -0.085], [-3.517, 1.882, 2.690], [-3.631, 0.233, 2.060], [-1.738, 0.400, 3.630], [-0.999, 1.686, 2.637], [0.023, -0.988, 3.367], [1.004, -0.012, 2.244], [2.195, -0.027, 0.590], [3.665, -0.208, -1.313]],
  "lowdin_charge": [-0.076, 0.098, 0.098, 0.096, -0.053, -0.193, -0.004, -0.036, -0.167, 0.055, -0.189, -0.060, -0.075, 0.100, 0.095, 0.099, 0.114, -0.337, 0.097, -0.118, -0.155, -0.169, -0.149, -0.104, -0.230, -0.019, -0.013, -0.290, -0.014, -0.024, 0.097, 0.117, 0.041, 0.117, 0.105, -0.136, 0.108, -0.157, 0.120, 0.136, 0.130, 0.116, 0.128, 0.124, 0.125, 0.130, 0.115, 0.102, 0.106]
}

***

Number 1: HOMO level -9.0350 eV. Number 2: HOMO level -8.1480 eV. Number 3: HOMO level -8.6858 eV. Number 4: HOMO level -7.6106 eV.